Record 1
C4H11B2F8O4Ti | the ωB97M-V functional and the def2-TZVPD basis

Last column: Mulliken charge in e.
Element x y z (Å)
Ti1 0.029 -0.315 0.495  1.05
C1 -1.207 1.843 -5.862  -0.76
C2 -2.077 1.014 -4.933  0.54
O1 -1.510 0.081 -4.292  -0.77
O2 -3.278 1.290 -4.892  -0.70
H1 -0.687 2.652 -5.348  0.17
H2 -1.802 2.309 -6.648  0.27
H3 -0.500 1.258 -6.451  0.25
B1 -1.698 4.459 0.756  0.61
F1 -2.866 4.849 0.171  -0.39
F2 -0.761 4.196 -0.232  -0.42
F3 -1.343 5.494 1.610  -0.41
F4 -1.945 3.306 1.485  -0.41
B2 -3.027 -2.446 4.095  0.61
F5 -3.151 -3.643 4.762  -0.41
F6 -3.917 -1.530 4.643  -0.40
F7 -1.746 -2.081 4.343  -0.41
F8 -3.156 -2.583 2.742  -0.40
C3 0.990 -5.852 -0.117  -0.53
O3 1.643 -4.635 0.098  -0.50
H4 0.816 -6.322 0.851  0.25
H5 -0.001 -5.748 -0.557  0.23
H6 1.554 -6.535 -0.752  0.24
H7 2.453 -4.807 0.584  0.29
C4 4.458 2.560 2.440  -0.53
O4 4.146 1.464 1.634  -0.48
H8 4.735 2.251 3.448  0.24
H9 5.290 3.178 2.102  0.24
H10 3.593 3.220 2.498  0.23
H11 4.967 1.073 1.326  0.28

Cartesian forces (eV/Å) of the 3 atoms listed first:
Ti -0.534 0.321 -0.016
C 0.196 0.510 -1.180
C 0.269 -1.197 0.608

Summary:
LUMO energy (spin up / spin down) ... 1.79 / 2.60 eV
Net charge ... -2
HOMO-LUMO gap (spin up / spin down) ... 4.10 / 4.91 eV
HOMO level (spin up / spin down) ... -2.31 / -2.31 eV
2S+1 ... 4

---

Record 2
C16H25ClMnN4OSSi2 | the ωB97M-V functional and the def2-TZVPD basis

Last column: Mulliken charge in e.
Element x y z (Å)
Mn1 0.390 0.381 0.058  0.56
C1 -4.180 -3.129 2.225  -1.01
Si1 -2.526 -3.539 3.078  0.15
C2 -2.932 -4.090 4.868  -1.15
C3 -1.634 -4.997 2.234  -1.05
C4 -1.416 -2.014 3.194  0.21
C5 -1.007 -1.476 4.397  0.06
C6 -0.194 -0.344 4.433  -1.06
C7 0.166 0.234 3.235  -0.52
N1 -0.212 -0.253 2.055  0.22
C8 -0.974 -1.373 2.017  0.12
S1 -1.333 -1.926 0.450  -0.54
H1 -4.866 -3.971 2.263  0.34
H2 -4.011 -2.872 1.186  0.29
H3 -4.668 -2.281 2.699  0.35
H4 -3.571 -4.966 4.856  0.29
H5 -3.455 -3.314 5.418  0.31
H6 -2.037 -4.348 5.425  0.31
H7 -2.225 -5.907 2.289  0.34
H8 -0.672 -5.195 2.699  0.34
H9 -1.454 -4.769 1.190  0.31
H10 -1.322 -1.937 5.323  0.36
H11 0.139 0.080 5.370  0.38
H12 0.782 1.125 3.203  0.45
C9 -3.258 1.414 0.184  -1.16
Si2 -1.376 1.930 0.094  0.76
C10 -1.295 3.154 1.621  -1.31
C11 -1.387 3.186 -1.398  -1.25
H13 -3.886 2.298 0.251  0.35
H14 -3.443 0.799 1.060  0.28
H15 -3.565 0.846 -0.688  0.30
H16 -1.998 3.968 1.476  0.40
H17 -0.308 3.590 1.748  0.32
H18 -1.557 2.648 2.547  0.32
H19 -2.172 3.924 -1.256  0.37
H20 -1.565 2.683 -2.343  0.31
H21 -0.440 3.713 -1.483  0.37
Cl1 2.348 1.434 0.732  -0.18
C12 2.255 -0.318 0.474  -0.67
H22 2.614 -0.802 1.386  0.40
H23 2.928 -0.561 -0.353  0.46
N2 0.633 -0.921 -3.819  -0.48
C13 0.923 0.190 -3.068  0.41
O1 0.542 0.195 -1.871  -0.58
C14 1.662 1.241 -3.658  0.41
C15 2.066 1.191 -4.986  -0.21
N3 2.400 1.141 -6.090  -0.61
C16 1.976 2.380 -2.915  0.12
N4 2.224 3.326 -2.303  -0.65
H24 -0.038 -1.556 -3.419  0.25
H25 0.727 -0.890 -4.818  0.21

Cartesian forces (eV/Å) of the 3 atoms listed first:
Mn -0.852 -2.297 0.295
C 0.603 -0.149 0.209
Si -0.233 -0.339 0.022

Summary:
LUMO energy (spin up / spin down) ... 2.50 / 2.63 eV
ΔE to the lowest compared entry with this formula, charge and spin ... 82.1 kJ/mol
Net charge ... -1
HOMO-LUMO gap (spin up / spin down) ... 7.43 / 7.65 eV
HOMO level (spin up / spin down) ... -4.93 / -5.03 eV
2S+1 ... 5

---

Record 3
C21H38CaClMgN4O12PS | the ωB97M-V functional and the def2-TZVPD basis

Last column: Mulliken charge in e.
Element x y z (Å)
N1 0.848 1.636 1.432  -0.57
C1 0.160 1.641 0.507  -0.96
C2 -0.625 1.708 -0.804  0.11
C3 -2.139 1.919 -0.520  -0.55
C4 -2.791 2.951 -1.475  -0.48
C5 -4.258 2.532 -1.693  -1.54
N2 -4.400 1.531 -2.769  -0.20
C6 -0.267 0.545 -1.830  3.72
C7 -1.137 0.572 -2.993  -1.46
N3 -1.769 0.559 -3.976  -0.38
C8 -0.114 -0.867 -1.241  -1.30
C9 -1.452 -1.514 -0.702  -1.26
C10 -2.361 -2.129 -1.771  -0.66
Cl1 -1.472 -3.173 -2.874  -0.11
P1 1.425 0.969 -2.484  0.62
O1 2.410 0.773 -1.425  -0.55
O2 1.762 0.004 -3.690  -0.48
O3 1.478 2.457 -3.038  -0.52
H1 -0.274 2.628 -1.268  0.83
H2 -2.738 1.013 -0.595  0.21
H3 -2.226 2.347 0.479  0.54
H4 -2.259 2.996 -2.420  0.41
H5 -2.841 3.942 -1.031  0.38
H6 -4.659 2.066 -0.790  0.33
H7 -4.856 3.391 -1.986  0.61
H8 -5.077 1.856 -3.442  0.12
H9 -4.700 0.654 -2.375  0.19
H10 0.632 -0.853 -0.415  0.34
H11 0.361 -1.488 -1.995  0.79
H12 -2.066 -0.837 -0.040  0.56
H13 -1.125 -2.400 -0.057  0.33
H14 -3.063 -2.771 -1.245  0.49
H15 -2.969 -1.381 -2.268  0.03
H16 1.161 0.173 -4.435  0.40
H17 1.762 3.022 -2.308  0.37
Ca1 -0.729 -0.804 1.641  1.53
C11 -5.978 4.016 -6.112  -0.72
C12 -5.280 4.378 -4.882  0.39
N4 -4.727 4.660 -3.917  -0.42
H18 -5.314 4.151 -6.963  0.27
H19 -6.290 2.974 -6.065  0.16
H20 -6.853 4.650 -6.238  0.32
C13 6.993 3.664 3.639  -0.54
O4 5.827 3.759 2.807  -0.32
C14 5.343 2.618 2.371  0.75
O5 5.776 1.504 2.605  -0.24
O6 4.278 2.862 1.625  -0.30
C15 3.666 1.686 1.082  -0.46
H21 7.267 4.677 3.914  0.22
H22 6.775 3.097 4.543  0.28
H23 7.819 3.212 3.092  0.23
H24 3.325 1.031 1.881  0.21
H25 4.359 1.164 0.426  0.39
H26 2.826 2.004 0.497  -0.03
C16 3.840 -3.008 5.360  -0.48
C17 2.800 -3.179 6.475  -0.68
C18 1.417 -2.940 5.852  -0.63
S1 1.566 -3.406 4.126  1.09
O7 1.375 -2.211 3.292  -0.63
O8 0.804 -4.595 3.872  -0.67
C19 3.305 -3.797 4.169  -0.75
H27 4.822 -3.366 5.664  0.37
H28 3.933 -1.951 5.098  0.22
H29 2.853 -4.194 6.871  0.33
H30 2.979 -2.495 7.302  0.35
H31 0.646 -3.551 6.316  0.40
H32 1.134 -1.889 5.897  0.35
H33 3.769 -3.522 3.223  0.45
H34 3.391 -4.871 4.331  0.35
C20 0.738 -7.664 3.967  0.90
O9 -0.273 -7.530 4.644  -0.38
O10 1.915 -7.550 4.391  -0.33
O11 0.758 -7.921 2.740  -0.31
Mg1 7.640 0.078 3.045  -0.07
C21 -4.559 -0.499 -5.598  -0.08
O12 -5.477 0.442 -6.153  -0.48
H35 -4.129 -0.060 -4.705  -0.30
H36 -5.079 -1.426 -5.335  0.30
H37 -3.759 -0.715 -6.310  0.31
H38 -5.853 0.050 -6.945  0.29

Cartesian forces (eV/Å) of the 3 atoms listed first:
N -1.044 -0.767 0.751
C -0.493 -0.215 -2.182
C 0.021 -0.312 0.544

Summary:
LUMO energy ... -8.16 eV
Net charge ... +2
HOMO-LUMO gap ... 1.42 eV
HOMO level ... -9.59 eV

---

Record 4
C15H40O10P2Si | the ωB97M-V functional and the def2-TZVPD basis

Last column: Mulliken charge in e.
Element x y z (Å)
C1 2.434 1.988 2.723  -0.71
C2 2.377 3.497 2.461  -0.34
O1 1.425 4.191 3.242  -0.37
C3 0.189 4.442 2.591  -0.50
Si1 -1.200 3.270 3.118  0.54
O2 -2.402 3.267 1.960  -0.46
H1 1.426 1.595 2.829  0.15
H2 2.926 1.508 1.877  0.18
H3 2.994 1.817 3.639  0.28
H4 2.261 3.683 1.388  0.32
H5 3.356 3.907 2.719  0.31
H6 0.280 4.470 1.500  0.32
H7 -0.157 5.446 2.861  0.30
H8 -1.753 3.648 4.437  -0.14
H9 -0.687 1.889 3.271  -0.21
H10 -2.649 2.337 1.869  0.30
O3 -4.066 -1.808 2.639  -0.79
P1 -4.389 -2.667 1.470  1.11
O4 -3.429 -2.145 0.282  -0.31
C4 -2.035 -2.465 0.344  -0.11
C5 -1.765 -3.920 0.006  -1.01
O5 -5.804 -1.925 1.040  -0.39
C6 -6.497 -1.066 1.946  -0.30
C7 -6.110 0.379 1.748  -1.05
O6 -4.982 -3.975 0.718  -0.30
C8 -5.478 -5.090 1.497  -0.30
C9 -6.686 -4.711 2.331  -1.04
H11 -1.640 -2.216 1.333  0.29
H12 -1.542 -1.819 -0.382  0.15
H13 -2.160 -4.585 0.779  0.26
H14 -0.693 -4.101 -0.075  0.39
H15 -2.246 -4.191 -0.933  0.27
H16 -6.321 -1.368 2.978  0.34
H17 -7.563 -1.201 1.749  0.38
H18 -5.027 0.500 1.754  0.15
H19 -6.536 1.009 2.530  0.37
H20 -6.460 0.743 0.781  0.30
H21 -4.676 -5.475 2.132  0.29
H22 -5.734 -5.869 0.782  0.35
H23 -6.422 -3.989 3.108  0.29
H24 -7.098 -5.595 2.818  0.43
H25 -7.454 -4.256 1.707  0.24
O7 4.837 1.496 -1.590  -0.74
P2 4.235 0.770 -2.715  1.02
O8 3.412 -0.502 -2.204  -0.37
C10 2.271 -0.301 -1.362  -0.11
C11 1.081 0.251 -2.127  -0.91
O9 5.445 0.006 -3.463  -0.37
C12 6.808 0.246 -3.114  -0.24
C13 7.308 -0.778 -2.116  -1.13
O10 3.435 1.101 -4.055  -0.27
C14 3.446 2.456 -4.564  -0.26
C15 4.834 2.899 -4.977  -1.07
H26 2.539 0.359 -0.533  0.13
H27 2.018 -1.274 -0.943  0.30
H28 1.268 1.272 -2.466  0.25
H29 0.194 0.265 -1.492  0.33
H30 0.877 -0.351 -3.012  0.25
H31 6.939 1.259 -2.733  0.31
H32 7.382 0.174 -4.040  0.34
H33 6.634 -0.851 -1.263  0.28
H34 8.303 -0.513 -1.757  0.36
H35 7.356 -1.766 -2.577  0.28
H36 3.034 3.130 -3.809  0.30
H37 2.771 2.464 -5.417  0.36
H38 5.500 2.974 -4.114  0.29
H39 4.790 3.878 -5.455  0.42
H40 5.274 2.184 -5.672  0.26

Cartesian forces (eV/Å) of the 3 atoms listed first:
C -0.230 0.644 -0.069
C 0.681 -0.349 -0.025
O -0.005 0.081 -0.174

Summary:
LUMO energy ... -0.11 eV
ΔE to the lowest compared entry with this formula, charge and spin ... 0.0 kJ/mol
HOMO-LUMO gap ... 9.07 eV
HOMO level ... -9.18 eV
SMILES ... CCOP(=O)(OCC)OCC.CCOP(=O)(OCC)OCC.CCOC[SiH2]O

---

no.,calculated total energy (eV)
1,-58732.6350
2,-95442.5815
3,-109433.5539
4,-63136.9931